2 unconnected molecules or ions with the total composition CH2NO2S at a distorted geometry. Source: OMol25; level of theory: ωB97M-V with the def2-TZVPD basis set.

Summary:
E_LUMO   2.86 eV
Charge   -1
Orbital gap   0.1600 Ha

Last columns: bonded neighbours and bond lengths (Å).
Geometry (Å):
1 C -2.4927 -1.6712 0.1551  O3 1.144, O4 1.173
2 N 1.7954 1.3512 -0.3874  S5 1.800, H6 1.026, H7 1.028
3 O -2.4352 -0.8554 0.9557  C1 1.144
4 O -2.7140 -2.4241 -0.7163  C1 1.173
5 S 2.5561 -0.1943 0.1357  N2 1.800
6 H 0.9240 1.6018 0.0928  N2 1.026
7 H 2.3664 2.1919 -0.2357  N2 1.028

Atom charges from the natural (NBO) analysis, given in e for atoms 1 to 4:
1 C 1.03
2 N -1.03
3 O -0.49
4 O -0.54

=====

2 unconnected molecules or ions with the total composition C4H9N2O2 at a distorted geometry. Source: OMol25; level of theory: ωB97M-V with the def2-TZVPD basis set.

Summary:
E_LUMO   2.21 eV
Charge   -1
Orbital gap   0.2125 Ha

Last columns: bonded neighbours and bond lengths (Å).
Geometry (Å):
1 N -0.7990 1.1678 -2.5844  C2 1.440, H9 1.029
2 C 0.1526 0.1036 -2.3964  N1 1.440, C3 1.486, H10 1.115, H12 1.129
3 C 0.4506 -0.2080 -0.9748  C2 1.486, N4 1.425, H13 1.099, H14 1.204
4 N 0.5359 0.9643 -0.1690  C3 1.425, C5 1.496, H15 1.042
5 C -0.2285 0.7928 1.1050  N4 1.496, C6 1.556, H16 1.094, H17 1.106
6 C 0.0188 -0.5926 1.7696  C5 1.556, O7 1.238, O8 1.254
7 O 1.2102 -0.8651 1.9652  C6 1.238
8 O -1.0183 -1.2781 1.9347  C6 1.254
9 H -1.6850 0.6487 -2.6472  N1 1.029
10 H 1.0607 0.4709 -2.9280  C2 1.115
11 H -1.2518 -1.1537 -0.4718  no bonds
12 H -0.0217 -0.8629 -2.9536  C2 1.129
13 H 1.3067 -0.8765 -0.8055  C3 1.099
14 H -0.4434 -0.8203 -0.4495  C3 1.204
15 H -0.0567 1.5855 -0.7599  N4 1.042
16 H 0.0445 1.6271 1.7573  C5 1.094
17 H -1.2862 1.0259 0.8807  C5 1.106

Atom charges from the natural (NBO) analysis, given in e for atoms 1 to 4:
1 N -1.01
2 C -0.31
3 C 0.03
4 N -0.53